(1)
{
  "formula": "C2H4N2",
  "method": "ωB97M-V with the def2-TZVPD basis set",
  "elements": ["H", "N", "C", "N", "C", "H", "H", "H"],
  "positions_angstrom": [[1.154540, 2.517559, -0.573525], [0.301392, 1.850615, -0.334652], [0.770782, 0.787798, -0.069524], [0.020790, -0.367555, 0.237601], [-0.864733, -0.316405, 1.042439], [1.724657, 0.415061, -0.130567], [-1.704604, -0.962493, 1.048280], [-0.897473, 0.576704, 1.622203]],
  "forces_ev_per_a": [[-2.4, -1.4, 0.4], [0.2, 7.2, -1.7], [0.8, -6.3, 1.8], [2.6, -0.6, -4.5], [-3.1, 1.5, 2.7], [3.1, 0.1, -0.2], [-0.4, -1.3, 0.5], [-0.7, 0.8, 1.1]],
  "total_energy_ev": -5116.78607,
  "smiles": "[H]/N=C/N=C",
  "lumo_energy_ev": 1.030
}



(2)
{
  "formula": "C4H10O2",
  "method": "ωB97M-V with the def2-TZVPD basis set",
  "elements": ["C", "C", "C", "C", "O", "H", "H", "H", "H", "H", "H", "H", "H", "O", "H", "H"],
  "positions_angstrom": [[-0.867725, -0.431916, 0.260298], [-1.382799, 0.692329, 1.255991], [-0.740431, 2.045970, 0.827865], [-1.136703, 0.471939, 2.748566], [-0.040554, 0.704571, 3.203997], [-1.559639, -0.436303, -0.601335], [-0.600455, -1.375613, 0.657225], [0.110580, -0.079856, -0.203542], [-2.399708, 0.727893, 1.118919], [-1.112578, 2.349601, -0.130437], [0.388023, 1.937913, 0.725678], [-1.021434, 2.805817, 1.597106], [-1.961372, 0.062140, 3.250325], [3.426883, -2.821222, -6.335933], [3.349770, -2.738278, -5.367528], [2.482126, -2.990029, -6.547241]],
  "forces_ev_per_a": [[1.0, 2.5, -0.9], [2.9, -0.1, -0.5], [0.7, -0.4, 1.2], [2.6, 0.4, -2.8], [-0.8, -0.2, 0.7], [0.2, -0.6, 0.6], [-0.5, -1.1, 0.5], [-1.0, -0.2, 0.7], [-2.6, 0.3, -0.3], [-0.3, 0.2, -0.5], [-1.5, 0.2, 0.5], [0.5, -0.3, -0.8], [-1.3, -0.7, 1.6], [-1.4, -0.1, 0.7], [0.5, 0.0, -0.5], [0.9, 0.1, -0.2]],
  "total_energy_ev": -8404.04517,
  "smiles": "CC(C)C=O.O",
  "lumo_energy_ev": 0.831
}



(3)
{
  "formula": "BrPd",
  "method": "ωB97M-V with the def2-TZVPD basis set",
  "elements": ["Pd", "Br"],
  "positions_angstrom": [[0.865420, 0.152440, -0.478120], [-0.865420, -0.152440, 0.478120]],
  "forces_ev_per_a": [[6.5, 1.2, -3.6], [-6.5, -1.2, 3.6]],
  "spin_multiplicity": 3,
  "total_energy_ev": -73510.68482,
  "lumo_energy_ev": [-6.210, -9.277],
  "total_charge": 1
}



(4)
{
  "formula": "C3H4N2O2",
  "method": "ωB97M-V with the def2-TZVPD basis set",
  "elements": ["N", "C", "C", "O", "C", "O", "N", "H", "H", "H", "H"],
  "positions_angstrom": [[1.139760, -0.556732, 1.383714], [0.285239, 0.114195, 0.496256], [-1.009194, 0.319759, 0.744704], [-1.719733, 0.461235, -0.419138], [-0.844913, 0.294506, -1.471863], [-1.179446, 0.249686, -2.625003], [0.410177, 0.161433, -0.916836], [1.153820, -1.532514, 1.108076], [2.088938, -0.225905, 1.475700], [-1.547387, 0.286388, 1.677715], [1.222740, 0.427951, -1.453325]],
  "forces_ev_per_a": [[0.3, 0.0, -0.1], [-0.5, -0.2, 0.0], [0.2, -0.1, 0.2], [0.0, 0.1, -0.2], [0.0, 0.1, -0.4], [0.1, 0.3, 0.4], [-0.1, -0.1, 0.0], [0.2, 0.0, 0.3], [0.0, 0.2, -0.2], [0.0, -0.1, -0.2], [-0.1, -0.3, 0.1]],
  "total_energy_ev": -10250.70988,
  "smiles": "Nc1coc(=O)[nH]1",
  "lumo_energy_ev": 0.566
}



(5)
{
  "formula": "C6H11N",
  "method": "ωB97M-V with the def2-TZVPD basis set",
  "elements": ["C", "C", "C", "H", "H", "H", "H", "H", "H", "C", "C", "C", "N", "H", "H", "H", "H", "H"],
  "positions_angstrom": [[0.111088, 0.743678, 1.310538], [1.120184, 0.886513, -0.701116], [1.173308, 1.567466, 0.634097], [0.923287, 2.631008, 0.587038], [-0.813530, 1.281919, 1.516928], [0.426776, 0.219073, 2.211282], [1.812747, 0.085365, -0.903589], [0.799390, 1.450612, -1.563365], [2.146202, 1.487767, 1.126255], [-1.228410, -0.273910, -0.661552], [0.145003, -1.731516, 0.650780], [-1.755561, -1.158425, -1.506926], [-0.266914, -0.529054, 0.325858], [-1.526363, 0.764126, -0.695120], [0.086377, -2.537645, -0.065393], [0.830193, -1.845773, 1.476316], [-1.489321, -2.202470, -1.519210], [-2.494457, -0.838736, -2.222820]],
  "forces_ev_per_a": [[-1.1, -2.6, -0.1], [1.3, 1.1, -1.1], [0.0, -0.4, -0.6], [-0.1, -0.2, 0.0], [-0.1, -0.2, -0.2], [0.0, 0.2, 0.1], [0.0, -0.1, 0.0], [0.0, 0.0, -0.1], [-0.1, -0.1, 0.0], [0.1, 0.1, 0.1], [0.8, -1.4, 0.6], [0.0, -0.2, 0.1], [-0.5, 3.6, 1.1], [0.0, 0.0, 0.0], [-0.2, 0.1, 0.0], [0.0, 0.1, 0.0], [0.1, -0.1, 0.1], [0.0, 0.1, 0.0]],
  "total_energy_ev": -7885.24469,
  "lumo_energy_ev": [0.906, 0.942]
}



(6)
{
  "formula": "C4H8AgF12N2O12S4",
  "method": "ωB97M-V with the def2-TZVPD basis set",
  "elements": ["Ag", "C", "F", "F", "F", "S", "O", "O", "N", "S", "O", "O", "C", "F", "F", "F", "C", "F", "F", "F", "S", "O", "O", "N", "S", "O", "O", "C", "F", "F", "F", "O", "H", "H", "O", "H", "H", "O", "H", "H", "O", "H", "H"],
  "positions_angstrom": [[0.016572, 0.080085, -0.228088], [3.017962, 1.181165, 4.608672], [3.851852, 1.683755, 5.532232], [3.007492, -0.075295, 4.726942], [1.755952, 1.612335, 4.748452], [3.675132, 1.692005, 2.875532], [2.840002, 2.806975, 2.548422], [5.073242, 2.063215, 2.874982], [3.164622, 0.340555, 1.846442], [4.255312, -0.747665, 2.127982], [4.986702, -0.679595, 3.378092], [3.602172, -2.050415, 1.990682], [5.517262, -0.597665, 0.724822], [6.673962, -1.166175, 1.082552], [4.993582, -1.158945, -0.336588], [5.702482, 0.688245, 0.552682], [-4.709828, 1.908155, -2.798078], [-5.734308, 1.906265, -3.478818], [-4.073178, 3.047195, -2.868908], [-4.897118, 1.808205, -1.449908], [-3.498798, 0.470535, -3.486648], [-4.228198, -0.176565, -4.613278], [-2.372858, 1.236125, -3.936268], [-3.056388, -0.440185, -2.046818], [-4.356528, -1.216445, -1.660348], [-4.578888, -1.323465, -0.181808], [-5.574698, -0.878905, -2.315338], [-3.949318, -3.080115, -2.268708], [-3.513088, -3.864895, -1.326978], [-5.177578, -3.577045, -2.511778], [-3.275128, -3.200415, -3.422018], [1.882422, -0.863875, -2.816008], [1.933582, -0.360025, -3.628268], [2.332472, -1.685085, -3.014258], [-0.166168, -3.292205, 0.877932], [0.765452, -3.313945, 1.096642], [-0.388588, -4.202885, 0.684492], [-1.657488, 1.169055, 2.513622], [-2.276898, 0.517075, 2.841462], [-1.842408, 1.955345, 3.027222], [0.079852, 3.538995, -0.782758], [0.587452, 4.068575, -0.167848], [-0.388078, 4.177955, -1.320358]],
  "forces_ev_per_a": [[0.5, 0.1, 0.3], [1.0, 1.7, -0.9], [-0.7, 0.4, -0.1], [-0.5, -2.9, 0.7], [0.5, 0.5, 0.2], [-0.3, 0.8, -1.6], [-1.2, 0.1, -0.3], [-0.8, -1.3, 0.5], [1.2, 3.2, 2.1], [-0.2, -4.2, 1.3], [0.4, 0.8, -1.1], [0.4, 0.6, -1.1], [-0.8, -0.1, 2.7], [-0.3, -0.1, -0.6], [0.3, -0.3, -1.1], [0.5, 0.6, -0.9], [3.5, -0.3, 3.8], [-3.3, -0.3, -1.8], [0.9, 0.6, -1.3], [-0.6, -1.2, -0.7], [-1.3, 2.4, -4.5], [1.6, 0.2, 3.5], [0.4, -0.7, 1.3], [1.2, 0.9, -2.1], [-4.6, -3.0, 6.1], [2.0, 0.2, -3.3], [0.4, 0.2, -1.1], [-1.8, -1.9, -1.5], [1.5, 0.8, 0.5], [0.0, 1.3, -0.1], [0.2, 0.8, 1.3], [-0.4, 0.1, 0.4], [0.0, 0.2, -0.2], [0.2, -0.3, 0.1], [-0.2, 0.5, -0.2], [0.5, 0.1, 0.2], [-0.1, -0.2, -0.1], [0.2, -0.2, -0.5], [-0.1, -0.2, 0.1], [0.1, 0.3, 0.1], [-0.1, -0.5, -0.1], [0.3, 0.0, 0.3], [-0.1, 0.1, -0.2]],
  "spin_multiplicity": 2,
  "total_energy_ev": -111767.02314,
  "lumo_energy_ev": [-2.776, -6.936]
}



no.,molecular weight (g/mol)
1,56.07
2,90.12
3,186.32
4,100.08
5,97.16
6,740.22